Entry 1:
C3H14N2O5 | ωB97M-V/def2-TZVPD

ORCA input file:
```
! wB97M-V def2-TZVPD RIJCOSX def2/J DEFGRID3
* xyz 0 1
N -2.1537 -1.3239 -0.7160
C -1.1269 -0.3083 -0.3403
C -1.6182 0.8576 0.5925
O -2.7495 0.9930 0.9616
N -0.8163 1.9688 0.5276
C 0.6753 1.9369 0.3725
O 1.1607 0.6920 1.1769
H -3.0624 -1.0015 -1.0291
H -2.3278 -2.0830 -0.0445
H -0.7248 0.1179 -1.3537
H -0.3701 -0.7160 0.3156
H -0.9443 2.8418 0.9023
H 1.1020 1.6598 -0.6374
H 1.1756 2.8344 0.8202
H 1.9389 0.9103 1.7083
O 2.0657 0.6807 -2.2411
H 1.2908 1.1696 -2.0356
H 2.2480 0.0764 -1.5229
O 2.7631 -1.3590 0.3952
H 2.2361 -2.2394 0.3203
H 2.2161 -0.9159 0.8839
O 0.3591 -3.0035 -0.3698
H 0.1233 -2.8293 0.6142
H -0.4845 -3.2824 -0.7522
*
```

The energy above the lowest of the compared OMol25 structures with the same formula, charge and spin comes out at 184.2 kJ/mol. The value obtained for the largest force on an atom is 8.8 eV/Å. The calculation puts the highest occupied orbital energy at -9.572 eV.

Entry 2:
C5H14OS2 | ωB97M-V/def2-TZVPD

ORCA input file:
```
! wB97M-V def2-TZVPD RIJCOSX def2/J DEFGRID3
* xyz 0 1
C -0.1064 0.4159 -0.3902
C -0.5536 0.9679 -1.7461
C -1.6238 2.0293 -1.6385
O -1.9386 2.5375 -2.9117
H -0.8959 -0.1722 0.1216
H 0.7676 -0.2816 -0.5049
H 0.1791 1.2275 0.2815
H -0.9280 0.1293 -2.3945
H 0.3127 1.4189 -2.2330
H -1.2489 2.8698 -0.9982
H -2.5432 1.6227 -1.1831
H -2.4934 3.3115 -2.7864
C -0.8140 -2.6929 1.2400
S 0.3194 -1.7797 2.3357
S 2.1318 -1.9661 1.4616
C 3.0158 -0.4848 1.9951
H -0.6775 -2.4481 0.1561
H -0.6113 -3.7288 1.3588
H -1.8733 -2.4815 1.5506
H 3.0255 -0.3620 3.0982
H 4.0175 -0.5447 1.6306
H 2.5386 0.4120 1.5569
*
```

The energy above the lowest of the compared OMol25 structures with the same formula, charge and spin comes out at 95.3 kJ/mol. The value obtained for the largest force on an atom is 2.0 eV/Å. The calculation puts the highest occupied orbital energy at -7.876 eV.

Entry 3:
ClHN6 | ωB97M-V/def2-TZVPD

ORCA input file:
```
! wB97M-V def2-TZVPD RIJCOSX def2/J DEFGRID3
* xyz 0 1
N -2.2813 -0.8069 -0.0434
N -2.8541 0.2561 -0.0026
N -0.9793 -1.0006 -0.0374
N -3.6289 1.0681 0.0326
N -0.2507 0.0529 -0.0069
N -0.7406 1.2460 0.0083
Cl 0.4352 2.4776 -0.0186
H 0.7601 -0.1291 0.0041
*
```

The energy above the lowest of the compared OMol25 structures with the same formula, charge and spin comes out at 90.8 kJ/mol. The value obtained for the largest force on an atom is 3.7 eV/Å. The calculation puts the highest occupied orbital energy (alpha / beta) at -8.474 / -8.476 eV.

Entry 4:
C3H14N6O4 | ωB97M-V/def2-TZVPD

ORCA input file:
```
! wB97M-V def2-TZVPD RIJCOSX def2/J DEFGRID3
* xyz 0 1
N 0.8642 -1.3944 1.5238
C 1.0818 -2.7016 1.5109
N 0.1449 -3.3028 0.9304
O 2.1718 -3.2499 1.8727
H 0.0997 -1.0348 0.9703
H 1.3159 -0.8291 2.2284
H -0.6713 -2.7834 0.6405
H 0.4352 -4.1955 0.5577
N 1.4544 -2.1104 -2.2606
C 1.0600 -0.8720 -2.0987
N 1.9991 -0.1230 -1.7102
O -0.1038 -0.5153 -2.2138
H 2.4416 -2.2848 -2.3829
H 0.8740 -2.7950 -2.7239
H 1.8879 0.8653 -1.5342
H 2.9842 -0.3453 -1.7269
N -2.5478 3.0019 0.9268
C -1.3246 3.4247 0.7109
N -1.1301 4.6865 0.7919
O -0.3975 2.6688 0.4331
H -2.7277 2.0082 0.9096
H -3.1298 3.7903 1.1713
H -1.8917 5.1672 1.2492
H -0.2640 5.1160 0.4997
O -1.5868 -0.9938 0.1930
H -1.7664 -0.0544 0.2300
H -1.2732 -1.1433 -0.6990
*
```

The energy above the lowest of the compared OMol25 structures with the same formula, charge and spin comes out at 204.6 kJ/mol. The value obtained for the largest force on an atom is 7.5 eV/Å. The calculation puts the highest occupied orbital energy at -8.669 eV.

Entry 5:
H22O11 | ωB97M-V/def2-TZVPD

ORCA input file:
```
! wB97M-V def2-TZVPD RIJCOSX def2/J DEFGRID3
* xyz 0 1
O 0.2913 1.4233 -0.4985
H -0.0819 1.5607 0.3920
H -0.2757 0.7617 -0.8381
O 4.5091 -0.5317 0.4408
H 5.2048 -1.0922 0.9122
H 3.6760 -0.9290 0.6795
O 4.7075 1.9781 -0.7302
H 5.6500 2.2782 -0.8058
H 4.8002 1.2428 -1.2557
O -1.8735 4.7152 -1.7342
H -1.1129 4.1707 -1.6779
H -1.5587 5.6240 -1.6573
O 0.6158 -2.7288 -2.2372
H -0.2026 -3.2074 -2.2823
H 1.1380 -3.0606 -1.4032
O 0.0489 -2.0674 -0.3278
H -0.3462 -2.8718 -0.5639
H -0.3186 -1.7780 0.5943
O 1.2015 1.3117 2.2794
H 0.5304 1.9169 2.4619
H 1.4703 1.1357 3.1774
O -5.1810 -1.2243 -1.0483
H -4.2764 -1.0481 -1.3247
H -5.1589 -0.7665 -0.1143
O -4.3521 0.5060 2.6016
H -4.4602 -0.2480 1.9785
H -3.8450 1.1532 2.2266
O -2.0708 -0.4995 -0.3618
H -2.8421 -0.9426 -0.4995
H -1.4713 -1.1296 -0.8052
O 1.8229 -1.9006 1.1811
H 1.9291 -1.1264 0.7041
H 1.8317 -2.6256 0.5364
*
```

The energy above the lowest of the compared OMol25 structures with the same formula, charge and spin comes out at 551.5 kJ/mol. The value obtained for the largest force on an atom is 6.0 eV/Å. The calculation puts the highest occupied orbital energy at -10.583 eV.

Entry 6:
C38H44F2KN9OP | ωB97M-V/def2-TZVPD

ORCA input file:
```
! wB97M-V def2-TZVPD RIJCOSX def2/J DEFGRID3
* xyz -1 1
K 0.0437 -0.4593 -0.2265
C -1.9814 3.1087 4.4855
N -1.0738 2.5219 3.5144
C 0.0515 3.1250 3.0129
C 0.5913 2.2448 2.1176
N -0.1818 1.1187 2.0590
C -1.1694 1.2981 2.9060
P -2.5551 0.1629 3.1906
C -1.7165 -1.4632 3.2635
N -1.1881 -2.1130 2.2521
C -0.8505 -3.3520 2.7255
C -1.1771 -3.4439 4.0518
N -1.7341 -2.2393 4.3886
C -2.2187 -1.8623 5.7049
C -3.2512 0.0271 1.5105
N -2.5627 -0.2408 0.4293
C -3.4676 -0.4073 -0.5773
C -4.7354 -0.2263 -0.0916
N -4.5928 0.0454 1.2432
C -5.6772 0.3222 2.1717
H -1.6043 4.0925 4.7513
H -2.0403 2.4998 5.3855
H -2.9814 3.2224 4.0716
H 0.3449 4.1147 3.3205
H 1.4624 2.3535 1.4874
H -0.3649 -4.0848 2.0978
H -1.0551 -4.2317 4.7765
H -1.8887 -2.6096 6.4214
H -3.3058 -1.8056 5.7251
H -1.8110 -0.8979 6.0000
H -3.1497 -0.6411 -1.5835
H -5.7030 -0.2463 -0.5653
H -6.6004 0.4070 1.6048
H -5.5044 1.2582 2.6972
H -5.7867 -0.4775 2.9019
F -1.4180 -3.3779 -5.3372
C -0.6925 -3.4868 -4.1841
C -0.5662 -2.4085 -3.3366
C 0.1395 -2.5099 -2.1223
C 0.7160 -3.7707 -1.8279
C 0.6102 -4.8064 -2.7539
F 1.2455 -6.0128 -2.5598
C -0.0952 -4.7092 -3.9334
C 1.3899 -3.9525 -0.4929
C 1.7472 -5.1965 0.0540
C 2.3446 -5.2554 1.3017
C 2.5927 -4.0861 2.0027
C 2.2057 -2.8992 1.4013
N 1.6227 -2.8303 0.2081
H -1.0061 -1.4611 -3.6518
H -0.1600 -5.5383 -4.6231
H 1.5543 -6.1035 -0.4939
H 2.6189 -6.2173 1.7205
H 3.0628 -4.0880 2.9778
H 2.3764 -1.9447 1.8945
C -2.6644 4.5931 0.5752
N -2.2413 4.2034 -0.7476
C -3.2024 3.2757 -1.3142
C -0.9068 3.5959 -0.6789
C -0.2922 3.1639 -1.9990
C -0.2809 4.0798 -3.0575
C 0.3020 3.7350 -4.2714
C 0.8668 2.4676 -4.4045
C 0.8437 1.5847 -3.3234
C 0.2760 1.8731 -2.0602
H -3.6441 5.0777 0.5401
H -1.9473 5.2942 1.0085
H -2.7402 3.7224 1.2626
H -4.1814 3.7587 -1.3849
H -3.3078 2.3647 -0.6943
H -2.8859 2.9657 -2.3099
H -0.9336 2.7050 -0.0318
H -0.2607 4.3326 -0.1837
H -0.7385 5.0600 -2.9356
H 0.3052 4.4343 -5.1015
H 1.3022 2.1690 -5.3561
H 1.2550 0.5879 -3.4980
O 3.0746 0.3007 0.4194
C 4.1323 0.1708 -0.1534
C 5.0369 1.3517 -0.4504
C 5.3985 1.3678 -1.9435
C 4.2182 0.9694 -2.8529
C 4.0730 -0.5402 -3.1165
C 3.6421 -1.3629 -1.9061
N 4.5043 -1.0484 -0.7338
H 5.9262 1.3355 0.1893
H 4.4577 2.2369 -0.1913
H 6.2505 0.7076 -2.1436
H 5.7349 2.3746 -2.1987
H 4.3353 1.4723 -3.8142
H 3.2901 1.3608 -2.4285
H 5.0352 -0.9211 -3.4872
H 3.3437 -0.7032 -3.9144
H 3.6860 -2.4313 -2.1142
H 2.6123 -1.1428 -1.6296
H 5.4716 -1.0088 -1.0320
*
```

The energy above the lowest of the compared OMol25 structures with the same formula, charge and spin comes out at 54.8 kJ/mol. The value obtained for the largest force on an atom is 0.5 eV/Å. The calculation puts the highest occupied orbital energy at -3.008 eV.